(1)
The following is a quantum chemistry calculation of a cluster of 2 separate species, C4H10O2 in total, from OMol25.

```
16
Properties=species:S:1:pos:R:3:forces:R:3:lowdin_charge:R:1
O -0.2796 -0.3310 -0.9722 -0.157 0.488 -0.016 -0.204
O 1.5357 -0.7366 1.0758 -0.214 -0.153 -0.026 -0.117
C 0.7671 -0.4310 -1.9562 0.329 -0.115 -0.373 -0.060
C -0.7048 0.8959 -0.7595 -0.256 -0.474 0.130 -0.117
C -1.7154 0.8312 0.3507 -0.017 0.060 0.015 -0.123
C 1.3323 0.6160 1.4115 0.025 0.508 0.024 -0.174
H -1.6999 -0.0884 0.9545 0.005 0.113 -0.166 0.079
H 0.7179 -1.0543 0.6651 0.225 0.005 0.112 0.058
H 0.8758 -1.4947 -2.1946 -0.049 0.285 0.042 0.096
H -1.6002 1.7098 0.9945 -0.057 -0.123 -0.140 0.074
H 1.0083 1.2273 0.5401 0.209 -0.203 0.377 0.055
H 0.5880 0.7429 2.2152 0.200 -0.041 -0.171 0.085
H 0.4940 0.1520 -2.8418 0.056 -0.164 0.249 0.090
H -2.6987 0.9271 -0.1302 0.097 0.013 0.047 0.082
H 2.2898 1.0194 1.7483 -0.113 -0.076 0.019 0.087
H 1.6990 -0.0514 -1.5190 -0.285 -0.123 -0.124 0.091
```
Positions in Å, forces in eV/Å.

HOMO energy (Ha): -0.319



(2)
The following is a quantum chemistry calculation of the molecule C4H10O2, from OMol25.

```
16
Properties=species:S:1:pos:R:3:forces:R:3:lowdin_charge:R:1
O -0.8424 -0.8787 -1.5994 0.189 -0.606 -0.183 -0.073
O -0.2122 -0.3558 0.8554 -0.218 0.190 -0.341 -0.194
C 1.5872 0.9350 0.1135 -0.176 0.049 -0.317 -0.037
C -1.5196 -0.4241 1.4017 -0.227 0.003 0.051 -0.081
C -0.3780 0.4344 -1.5481 0.513 -0.195 0.196 -0.211
C 0.0821 0.7323 -0.0051 -0.273 -0.244 -1.803 -0.363
H 0.5030 0.6053 -2.1818 0.042 -0.195 -0.086 0.102
H -1.6551 -1.4490 1.7678 0.019 0.269 -0.086 0.095
H -2.2911 -0.2149 0.6487 0.158 -0.037 0.113 0.095
H 1.9816 0.9925 1.1411 -0.517 0.053 -0.326 0.086
H -0.5865 1.5609 0.0106 -0.101 1.228 2.068 0.120
H -1.6272 0.2696 2.2476 0.031 -0.057 -0.205 0.092
H -1.1883 1.0716 -1.9924 0.603 -0.139 0.966 0.124
H -0.4485 -1.2682 -0.8028 -0.257 -0.427 -0.136 0.075
H 1.9052 1.8206 -0.4406 0.026 -0.082 0.009 0.081
H 2.0305 0.0503 -0.3595 0.188 0.189 0.078 0.089
```
Positions in Å, forces in eV/Å.

SMILES string: CO[C@@H](C)CO
HOMO energy (Ha): -0.351



(3)
The following is a quantum chemistry calculation of the molecule C4H10O2, from OMol25.

```
16
Properties=species:S:1:pos:R:3:forces:R:3:lowdin_charge:R:1
O 1.8729 0.4862 -0.8563 0.106 0.122 0.182 -0.027
O 0.3239 -0.7180 1.2658 0.023 -0.027 -0.003 -0.181
C -0.2425 0.0863 0.2591 -0.092 0.185 -0.164 -0.219
C -0.5216 -0.8490 2.3816 -0.137 -0.048 0.261 -0.116
C -0.1025 0.6554 -2.1750 -0.036 0.032 -0.052 -0.052
C 0.5718 -0.0573 -1.0135 -0.333 -0.066 -0.073 -0.431
H -0.2097 1.7208 -1.9460 -0.016 -0.113 -0.027 0.085
H -1.4783 -1.3190 2.1018 0.160 0.086 0.031 0.090
H -1.0914 0.2353 -2.3889 0.148 0.028 0.026 0.081
H -0.0142 -1.4878 3.1075 -0.057 0.092 -0.097 0.090
H -1.2909 -0.1972 0.0775 0.140 -0.056 -0.039 0.131
H 0.5176 0.5679 -3.0708 -0.079 -0.003 0.105 0.082
H 1.9833 0.7387 0.0673 0.134 -0.171 -0.070 0.087
H -0.2401 1.1477 0.5699 -0.044 -0.109 -0.023 0.141
H -0.7382 0.1226 2.8528 0.059 -0.114 -0.099 0.091
H 0.6599 -1.1325 -1.2328 0.026 0.161 0.042 0.147
```
Positions in Å, forces in eV/Å.

SMILES string: COC[C@@H](C)O
HOMO energy (Ha): -0.372



(4)
The following is a quantum chemistry calculation of the ion C4H10O2 with charge +1, from OMol25.

```
16
Properties=species:S:1:pos:R:3:forces:R:3:lowdin_charge:R:1
O 2.6894 0.2803 0.8442 -2.348 1.570 -0.911 0.160
O -2.5606 0.9182 0.0787 1.260 1.046 -2.903 -0.037
C -1.2684 0.6713 -0.6046 -2.094 -0.648 0.156 -0.178
C 0.7662 -0.8651 -0.2074 0.264 -1.116 -2.832 -0.135
C -0.7660 -0.7590 -0.2584 2.046 1.920 0.602 -0.124
C 1.3578 -0.1764 1.0135 1.245 -1.504 4.515 -0.193
H 1.2300 -0.3344 -1.0322 -0.193 0.315 -0.498 0.122
H -3.0172 1.5645 -0.5568 0.523 -1.229 1.601 0.143
H 0.6250 0.5216 1.3303 -0.377 2.075 -0.518 0.121
H -1.3835 0.6465 -1.7438 -0.097 0.465 1.354 0.157
H 1.1624 -1.8956 -0.3794 -0.386 0.595 0.821 0.156
H -0.6307 1.5667 -0.3897 0.185 -0.750 0.161 0.146
H -1.0843 -1.2445 0.6420 -1.145 0.102 0.362 0.131
H 1.2884 -0.8207 1.9911 0.949 0.269 -2.092 0.193
H 2.6326 1.2159 0.4115 0.406 -1.959 0.840 0.206
H -1.0411 -1.2894 -1.1392 -0.238 -1.149 -0.657 0.132
```
Positions in Å, forces in eV/Å.

Total charge: +1
HOMO energy (alpha / beta) (Ha): -0.568 / -0.526
Multiplicity: 2



(5)
The following is a quantum chemistry calculation of the ion C4H10O2PS with charge -1, from OMol25.

```
18
Properties=species:S:1:pos:R:3:forces:R:3:lowdin_charge:R:1
S 2.8706 -0.0130 -1.2876 -0.109 -2.506 3.353 0.508
P 0.6230 0.6734 -1.0380 0.331 0.436 1.154 0.756
O 2.7346 -0.8179 -2.5096 0.089 -0.136 -1.209 -0.651
O 3.0298 -1.0290 -0.0449 -0.361 2.739 -2.540 -0.670
C 0.6665 0.5902 0.8677 0.581 0.555 -0.853 -0.489
C -1.5127 -1.2378 -1.2548 -1.193 -2.423 1.219 -0.227
C 0.7618 1.9978 1.5199 1.900 0.909 1.046 -0.229
C -0.0349 -0.9980 -1.4425 0.582 -0.002 0.547 -0.553
H 0.2943 2.6915 0.8185 -0.854 0.249 0.695 0.012
H 0.5247 -1.7405 -0.7920 -0.112 0.580 -1.486 0.091
H -1.8950 -2.2087 -1.7602 0.656 1.700 0.011 0.078
H 0.2011 -0.9045 -2.5205 0.231 -1.217 0.443 0.047
H 1.6067 -0.0406 0.9383 -1.365 0.088 0.874 0.021
H -1.7744 -1.5685 -0.1962 0.518 0.961 -0.824 0.067
H 1.8135 2.5022 1.5431 -1.229 -1.487 -0.154 0.075
H -0.3245 0.1630 1.1050 0.743 -0.319 0.317 0.050
H -2.1245 -0.3811 -1.4937 -0.362 0.115 -0.298 0.037
H 0.4634 2.0872 2.6526 -0.045 -0.245 -2.295 0.076
```
Positions in Å, forces in eV/Å.

Total charge: -1
SMILES string: CCP(CC)#S(=O)[O-]
HOMO energy (Ha): -0.119



(6)
The following is a quantum chemistry calculation of a cluster of 2 separate species, C4H10O2S in total, from OMol25.

```
17
Properties=species:S:1:pos:R:3:forces:R:3:lowdin_charge:R:1
S 2.1157 -0.8260 1.0582 0.168 0.181 0.041 0.718
O -3.1532 0.6570 0.2161 -0.274 -0.007 0.339 0.060
O 0.9824 -0.3761 -3.4483 0.256 0.132 -0.098 -0.064
C 0.9440 0.4761 1.5016 -0.734 -0.075 0.414 -0.585
C -0.8488 0.3491 -0.2804 1.624 -0.280 0.464 -0.188
C -0.5189 0.1388 1.2079 -0.195 0.709 -0.605 -0.269
C -2.2700 0.6355 -0.5942 -0.075 -0.048 -0.537 -0.277
H -0.4080 -0.4833 -0.8567 -0.661 0.012 -0.076 0.114
H 1.0712 0.5981 2.5715 0.047 -0.180 0.280 0.058
H -0.7247 -0.8924 1.4427 -0.195 -0.276 0.495 0.101
H -1.1645 0.8161 1.7872 0.123 -0.375 0.006 0.116
H 1.3925 -0.0688 -4.2692 -0.167 -0.109 0.248 0.041
H 1.1498 1.4668 1.1067 0.475 -0.045 -0.371 0.075
H 0.0544 -0.5025 -3.6562 -0.101 -0.020 -0.110 0.028
H -2.5056 0.8654 -1.6552 0.121 -0.052 0.000 0.119
H -0.2063 1.1618 -0.6370 -0.383 0.402 -0.206 0.118
H 2.1482 -0.6159 -0.2555 -0.031 0.028 -0.283 -0.165
```
Positions in Å, forces in eV/Å.

SMILES string: O=CCCCS.O
HOMO energy (Ha): -0.335



(7)
The following is a quantum chemistry calculation of a cluster of 2 separate species, C4H10O2S2 in total, from OMol25.

```
18
Properties=species:S:1:pos:R:3:forces:R:3:lowdin_charge:R:1
S -0.3317 2.0460 -0.2609 -0.959 1.111 1.281 0.670
S -1.7425 -0.4290 0.9914 -1.318 1.829 1.150 0.854
O -1.6250 -1.1804 -1.8841 -0.523 -1.806 1.634 -0.098
O 0.9211 -0.4588 2.0963 0.460 -0.636 0.668 -0.041
C -1.5950 0.7868 -0.3289 0.628 -0.605 -0.176 -0.916
C -1.1817 0.1071 -1.6366 -2.870 1.479 -0.854 -0.528
C 2.2175 -0.7034 0.0162 2.678 -3.609 2.820 -0.023
C 1.8891 -0.2321 1.4265 -0.292 0.609 -1.703 -0.280
H 1.5896 -0.3993 -0.7254 -1.522 1.666 -1.978 0.013
H -0.1617 0.2636 -1.7829 2.214 -0.602 -0.536 0.011
H -2.7118 0.3287 1.7520 1.601 -1.360 -0.612 0.002
H 3.2965 -0.4661 -0.0382 -0.679 0.255 -0.944 0.084
H -1.0865 3.0702 0.2796 0.620 -0.613 -0.368 -0.123
H -1.6597 0.7489 -2.4362 0.448 -0.398 0.678 0.125
H -1.9225 -1.6023 -1.0220 0.549 0.715 -1.637 0.054
H 2.1965 -1.8492 -0.1330 -0.174 1.490 0.757 0.123
H -0.6886 -0.5651 1.9553 -1.296 0.253 -0.851 -0.043
H 2.5962 0.5342 1.7308 0.436 0.221 0.672 0.115
```
Positions in Å, forces in eV/Å.

HOMO energy (Ha): -0.266



In order of appearance, ΔE to the lowest compared entry with this formula, charge and spin = 87.3, 43.7, 25.2, 85.2, 93.4, 26.6, 130.0 kcal/mol.
In order of appearance, electronic energy = -8401.75974, -8403.65127, -8404.45527, -8393.21553, -28528.95221, -19239.83927, -30070.59225 eV.